1.
19
Properties=species:S:1:pos:R:3:lowdin_charge:R:1 method="wB97M-V/def2-TZVPD" energy_ha=-365.079760 largest_force_ha_per_bohr=0.031 e_above_lowest_kcal_mol=95.2 orbital_gap_ev=8.5
C -1.942 -0.951 -0.066 -0.158
C 0.533 1.258 1.264 -0.062
C 0.137 1.205 -1.231 -0.045
C 1.037 -0.882 -0.092 -0.324
C 0.391 0.414 0.020 -0.280
C 0.262 -1.705 0.657 -0.116
O 2.123 -1.180 -0.876 0.052
N -0.887 -0.994 0.927 -0.027
H 2.720 -0.423 -0.905 0.107
H 0.509 -2.636 1.157 0.112
H -2.646 -1.764 0.148 0.076
H -1.590 -1.062 -1.102 0.080
H -2.503 -0.017 0.025 0.072
H 1.389 1.937 1.147 0.083
H -0.349 1.884 1.413 0.085
H 0.295 0.615 -2.133 0.085
H -0.908 1.538 -1.223 0.089
H 0.749 2.112 -1.282 0.087
H 0.681 0.650 2.152 0.082

***

2.
19
Properties=species:S:1:pos:R:3:lowdin_charge:R:1 method="wB97M-V/def2-TZVPD" energy_ha=-365.142391 largest_force_ha_per_bohr=0.021 e_above_lowest_kcal_mol=55.9 orbital_gap_ev=9.4 smiles="C/C=C(/C)O.C=C=N"
C -1.529 -1.709 -0.017 -0.035
C 1.654 0.166 1.285 -0.091
C -0.131 -1.186 0.114 -0.433
C 0.271 -0.379 1.088 -0.156
O 0.676 -1.649 -0.889 0.039
H 1.553 -1.258 -0.800 0.087
H -0.450 -0.075 1.831 0.102
H -1.535 -2.786 0.182 0.088
H -1.882 -1.556 -1.037 0.086
H -2.196 -1.236 0.684 0.069
H 2.412 -0.409 0.744 0.068
H 1.708 1.208 0.960 0.063
H 1.909 0.136 2.354 0.077
C 0.422 1.978 -1.543 -0.013
N -1.869 1.683 -0.603 0.169
C -0.724 1.768 -0.983 -0.292
H -2.115 1.174 0.236 0.060
H 0.802 1.298 -2.290 0.061
H 1.022 2.831 -1.318 0.051

***

3.
19
Properties=species:S:1:pos:R:3:lowdin_charge:R:1 method="wB97M-V/def2-TZVPD" energy_ha=-364.978601 largest_force_ha_per_bohr=0.079 e_above_lowest_kcal_mol=158.7 orbital_gap_ev=4.4
C 0.196 -0.229 0.835 -0.264
N 1.143 -1.263 1.182 -0.016
C 2.574 -0.819 0.629 -0.454
O 2.611 -0.742 -0.679 -0.211
C 0.273 0.378 -0.579 -0.207
C -0.734 1.419 -0.716 0.018
C -2.103 1.094 -0.828 -0.166
C -2.822 -0.035 -0.614 0.105
H 0.483 0.591 1.567 0.134
H -0.833 -0.445 1.171 0.107
H 2.767 0.077 1.222 0.090
H 3.235 -1.622 1.019 0.101
H 0.214 -0.472 -1.293 0.141
H 1.266 0.737 -0.855 0.113
H -0.487 2.432 -0.459 0.123
H 1.061 -2.036 0.486 0.107
H -2.712 1.978 -1.046 0.103
H -2.267 -1.012 -0.718 0.099
H -3.865 -0.030 -0.324 0.075